Computed, not measured: a molecular structure, C7H18Br2NOPS, with wB97M-V/def2-TZVPD.

- Spin multiplicity: 1
- HOMO energy: -8.28 eV
- Kohn-Sham gap: 0.3261 Eh

Positions of all 31 atoms, in Å:
C1 -0.159 -3.020 -1.260
C2 0.158 -1.581 -1.702
N1 -0.983 -0.659 -1.639
P1 -1.032 0.713 -0.496
S1 -1.250 2.633 0.710
C3 -0.846 -0.418 0.984
O1 -1.237 0.095 2.211
C4 -0.622 -0.540 3.314
C5 0.383 1.509 -1.459
Br1 -0.476 2.724 -2.704
C6 1.645 2.041 -0.755
C7 1.963 1.333 0.557
Br2 1.756 3.966 -0.467
H1 0.430 -3.324 -0.393
H2 -1.211 -3.124 -0.984
H3 0.036 -3.739 -2.055
H4 0.563 -1.590 -2.719
H5 0.964 -1.190 -1.069
H6 -1.849 -1.182 -1.578
H7 -2.350 0.912 -0.913
H8 -2.576 2.494 0.852
H9 -1.445 -1.289 0.692
H10 0.205 -0.738 0.999
H11 0.470 -0.515 3.222
H12 -0.946 -1.583 3.411
H13 -0.922 0.014 4.201
H14 0.711 0.737 -2.149
H15 2.461 1.857 -1.452
H16 2.089 0.260 0.378
H17 2.896 1.715 0.967
H18 1.175 1.489 1.294


Computed, not measured: a molecular structure, C29H50GeNP2PdSe, with wB97M-V/def2-TZVPD.

- Spin multiplicity: 1
- HOMO energy: -9.64 eV
- Kohn-Sham gap: 0.2484 Eh
- Net charge: +1
- Energy above the lowest of the compared OMol25 structures with the same formula, charge and spin: 6.5 kJ/mol

Positions of all 85 atoms, in Å:
Pd1 -0.385 -0.301 -0.489
C1 2.267 0.742 -2.712
C2 1.404 1.969 -2.410
C3 2.042 2.796 -1.294
P1 -0.314 1.423 -2.046
C4 -1.435 2.876 -2.088
C5 -1.208 3.884 -0.974
C6 -2.892 2.398 -2.043
C7 -0.792 0.461 -3.494
C8 -1.255 1.022 -4.682
C9 -1.759 0.226 -5.691
C10 -1.829 -1.144 -5.479
C11 -1.339 -1.716 -4.323
C12 -0.752 -0.926 -3.323
N1 -0.214 -1.452 -2.141
C13 0.406 -2.695 -2.135
C14 0.921 -3.308 -3.295
C15 1.435 -4.586 -3.254
C16 1.502 -5.293 -2.057
C17 1.124 -4.662 -0.890
C18 0.597 -3.371 -0.900
P2 0.500 -2.250 0.493
C19 -0.102 -3.044 2.047
C20 0.328 -2.137 3.214
C21 0.231 -4.496 2.389
C22 2.285 -1.770 0.635
C23 3.195 -2.883 1.140
C24 2.543 -0.460 1.379
H1 3.227 1.072 -3.109
H2 2.458 0.179 -1.794
H3 1.808 0.071 -3.439
H4 1.314 2.570 -3.323
H5 1.905 2.322 -0.318
H6 3.116 2.865 -1.472
H7 1.658 3.810 -1.242
H8 -1.239 3.371 -3.046
H9 -1.485 3.460 -0.007
H10 -0.184 4.245 -0.916
H11 -1.848 4.746 -1.152
H12 -3.089 1.871 -1.105
H13 -3.561 3.259 -2.081
H14 -3.142 1.733 -2.867
H15 -1.247 2.098 -4.804
H16 -2.126 0.662 -6.609
H17 -2.280 -1.784 -6.226
H18 -1.433 -2.784 -4.190
H19 0.920 -2.777 -4.234
H20 1.807 -5.029 -4.168
H21 1.904 -6.296 -2.028
H22 1.297 -5.169 0.048
H23 -1.190 -2.995 1.927
H24 1.324 -2.414 3.553
H25 0.354 -1.083 2.929
H26 -0.348 -2.253 4.062
H27 1.298 -4.646 2.553
H28 -0.283 -4.741 3.321
H29 -0.117 -5.215 1.649
H30 2.512 -1.597 -0.426
H31 3.104 -3.000 2.223
H32 2.980 -3.839 0.662
H33 4.235 -2.632 0.928
H34 2.447 -0.577 2.456
H35 3.561 -0.121 1.176
H36 1.853 0.325 1.055
C25 -1.395 4.651 2.825
Ge1 -1.031 3.046 3.872
C26 -2.686 2.331 4.619
C27 0.299 3.374 5.260
C28 -0.213 1.675 2.680
Se1 -1.427 0.987 1.319
C29 -2.495 -0.302 2.301
H37 -1.718 5.452 3.490
H38 -2.191 4.478 2.103
H39 -0.509 4.994 2.293
H40 -3.094 3.040 5.340
H41 -2.521 1.386 5.136
H42 -3.436 2.183 3.843
H43 -0.052 4.129 5.963
H44 1.232 3.729 4.823
H45 0.505 2.462 5.819
H46 0.202 0.852 3.259
H47 0.606 2.132 2.114
H48 -3.184 0.222 2.950
H49 -1.862 -0.965 2.877
H50 -3.046 -0.863 1.549


Computed, not measured: 2 unconnected molecules or ions with the total composition C4H10N4 in a non-equilibrium geometry, with wB97M-V/def2-TZVPD.

- Spin multiplicity: 1
- HOMO energy: -7.70 eV
- Kohn-Sham gap: 0.3051 Eh
- SMILES: C1CN=N1.C1CNN1
- Energy above the lowest of the compared OMol25 structures with the same formula, charge and spin: 614.4 kJ/mol

Positions of all 18 atoms, in Å:
C1 2.657 0.857 -0.248
C2 2.633 -0.705 -0.440
N1 1.537 -0.641 0.488
N2 1.552 0.605 0.616
H1 3.624 1.307 0.338
H2 2.529 1.406 -1.063
H3 2.448 -0.983 -1.391
H4 3.380 -1.374 0.015
C3 -2.069 -0.886 0.435
C4 -2.551 0.513 0.743
N3 -2.089 0.876 -0.649
N4 -1.839 -0.511 -0.924
H5 -1.202 -1.189 0.926
H6 -2.753 -1.871 0.433
H7 -3.585 0.584 0.897
H8 -2.127 1.113 1.471
H9 -1.269 1.521 -0.496
H10 -0.876 -0.625 -1.151


Computed, not measured: a molecular structure, C11H13ClOSr in a non-equilibrium geometry, with wB97M-V/def2-TZVPD.

- Spin multiplicity: 1
- HOMO energy (alpha / beta): 2.64 / 2.64 eV
- Kohn-Sham gap (alpha / beta): 0.1054 / 0.1054 Eh
- Net charge: -2
- Energy above the lowest of the compared OMol25 structures with the same formula, charge and spin: 0.0 kJ/mol

Positions of all 27 atoms, in Å:
C1 -0.118 2.406 -0.524
C2 -1.428 2.016 -0.481
C3 -1.633 0.969 -1.475
H1 -2.212 2.511 0.104
C4 -0.458 0.702 -2.170
C5 0.644 1.408 -1.408
H2 1.441 1.838 -2.031
H3 0.400 3.280 -0.142
H4 -2.525 0.390 -1.585
H5 -0.221 0.014 -2.972
Sr1 -1.061 -0.971 0.618
Cl1 0.096 -1.850 2.864
C6 -2.887 -2.836 1.729
C7 -3.221 -3.174 0.377
C8 -4.219 -2.257 -0.069
H6 -2.874 -4.057 -0.155
C9 -4.502 -1.354 0.991
C10 -3.683 -1.702 2.105
H7 -3.737 -1.280 3.107
H8 -2.210 -3.384 2.382
H9 -4.745 -2.309 -1.017
H10 -5.282 -0.600 0.993
C11 2.574 0.379 -0.105
O1 1.211 0.234 -0.506
H11 2.721 1.345 0.386
H12 3.211 0.175 -0.989
H13 2.907 -0.413 0.591


Computed, not measured: a single C6H10O2 molecule in a non-equilibrium geometry, with wB97M-V/def2-TZVPD.

- Spin multiplicity: 1
- HOMO energy: -10.03 eV
- Kohn-Sham gap: 0.4004 Eh
- SMILES: C[C@H]1C[C@@]1(C)C(=O)O
- Energy above the lowest of the compared OMol25 structures with the same formula, charge and spin: 145.5 kJ/mol

Positions of all 18 atoms, in Å:
C1 0.753 -1.677 0.504
C2 0.963 -0.017 0.618
C3 1.340 0.757 -0.596
C4 -0.113 0.644 -0.158
C5 -0.901 1.770 0.444
C6 -0.840 -0.487 -0.892
O1 -0.704 -0.667 -2.103
O2 -1.965 -0.881 -0.215
H1 0.613 -2.320 -0.368
H2 1.747 -2.027 0.797
H3 0.072 -1.913 1.329
H4 1.279 0.202 1.630
H5 1.648 0.228 -1.495
H6 1.837 1.712 -0.456
H7 -1.396 2.341 -0.345
H8 -1.668 1.381 1.120
H9 -0.259 2.435 1.030
H10 -2.406 -1.480 -0.845


Computed, not measured: a gas-phase ion, CH4NO2S (charge -1) in a non-equilibrium geometry, with wB97M-V/def2-TZVPD.

- Spin multiplicity: 1
- HOMO energy: -3.48 eV
- Kohn-Sham gap: 0.2834 Eh
- Net charge: -1
- SMILES: C=[S@](N)(=O)[O-]
- Energy above the lowest of the compared OMol25 structures with the same formula, charge and spin: 410.8 kJ/mol

Positions of all 9 atoms, in Å:
C1 -0.678 -1.080 0.080
S1 1.087 -0.255 -0.051
N1 0.676 1.500 0.471
O1 1.594 -0.029 -1.413
O2 2.064 -0.692 0.960
H1 -0.527 -2.029 0.821
H2 -0.699 -1.476 -0.908
H3 -0.293 1.478 0.311
H4 1.293 2.029 -0.135